[1]
Here is a cluster of 10 separate species, C52H46N10O16 in total at a distorted geometry from the OMol25 dataset. Energies are from ωB97M-V/def2-TZVPD.

The geometry in XYZ format:
```
124
C52H46N10O16, DFT ωB97M-V/def2-TZVPD
C -0.6861 0.1219 0.8219
C 0.5456 -0.5698 1.2926
N 1.4769 -1.1352 1.6509
H -1.5830 0.1350 1.4413
H -1.0089 -0.1855 -0.1728
H -0.3655 1.1447 0.6239
C -1.9256 4.4470 3.3668
C -0.8473 3.5143 2.9646
N -0.0034 2.7552 2.6722
H -1.7868 5.4266 2.9096
H -2.0974 4.5318 4.4399
H -2.8558 4.1200 2.9022
C -7.7729 1.4755 -2.2031
C -6.6783 1.3438 -3.0727
C -5.3963 1.3036 -2.5081
C -5.2132 1.3519 -1.1520
C -6.3390 1.4688 -0.2830
C -7.6389 1.5392 -0.8171
N -3.7897 1.3709 -0.6434
O -3.5685 1.1422 0.5627
O -2.8491 1.6348 -1.4177
H -8.6816 1.6444 -2.7619
H -6.9622 1.3340 -4.1146
H -4.5169 1.2132 -3.1286
H -6.2139 1.4919 0.7895
H -8.5051 1.6686 -0.1853
C 4.5836 -2.9273 3.0505
C 3.9733 -3.3025 1.8700
C 4.7894 -3.8893 0.8750
C 6.1549 -3.9794 1.0085
C 6.7235 -3.5207 2.1957
C 5.9597 -3.0895 3.2614
N 7.0145 -4.5837 -0.0911
O 6.4498 -5.0249 -1.0724
O 8.2344 -4.5479 0.0512
H 3.9655 -2.5571 3.8551
H 2.8994 -3.2930 1.7562
H 4.2769 -4.0650 -0.0593
H 7.7928 -3.6464 2.2799
H 6.3367 -2.8380 4.2417
C -0.8246 4.4997 -0.3611
C 0.1843 5.4194 -0.6976
C -0.0919 6.7593 -0.6363
C -1.3714 7.1940 -0.2410
C -2.3632 6.2243 0.0798
C -2.1583 4.8589 -0.0946
N -1.7481 8.6134 -0.1750
O -0.8169 9.4083 -0.4863
O -2.8978 8.9393 0.0916
H -0.5582 3.4593 -0.4751
H 1.1676 5.1543 -1.0572
H 0.6251 7.4738 -1.0127
H -3.3363 6.6202 0.3301
H -2.9850 4.1751 0.0297
C 4.1919 1.0146 2.9491
C 5.4087 0.3877 3.0732
C 6.4600 1.0365 3.8133
C 6.1862 2.2769 4.4471
C 4.8854 2.7988 4.3565
C 3.9023 2.1923 3.6245
N 7.2682 3.0735 5.0750
O 6.9295 4.0842 5.7492
O 8.4354 2.7642 4.9000
H 3.5005 0.5701 2.2486
H 5.5695 -0.5429 2.5493
H 7.4632 0.6420 3.8792
H 4.5766 3.7437 4.7788
H 2.9692 2.6828 3.3895
C -2.3610 -3.7993 3.3220
C -2.8665 -5.0636 3.6880
C -2.0311 -6.1615 3.5877
C -0.7049 -6.0339 3.0433
C -0.3064 -4.8025 2.5386
C -1.1382 -3.6857 2.6700
N 0.2769 -7.1581 3.0884
O -0.1096 -8.2799 3.3769
O 1.4355 -6.9575 2.8293
H -2.9739 -2.9258 3.4887
H -3.7975 -5.0581 4.2353
H -2.3040 -7.1624 3.8878
H 0.6008 -4.6259 1.9799
H -0.8398 -2.6653 2.4795
C -6.6750 -2.2994 -3.0854
C -5.3035 -1.9316 -3.1756
C -4.5514 -2.0774 -2.0216
C -5.1856 -2.4175 -0.8082
C -6.5278 -2.6757 -0.7282
C -7.2829 -2.7091 -1.8918
N -4.3676 -2.4518 0.4457
O -3.3213 -1.8430 0.5162
O -4.8543 -3.0348 1.4144
H -7.3571 -2.2473 -3.9211
H -4.8660 -1.8089 -4.1554
H -3.4849 -1.9118 -2.0612
H -6.9192 -3.0744 0.1961
H -8.3241 -2.9819 -1.8031
C -1.8063 1.2561 -6.2032
C -1.5920 2.1926 -5.1876
C -1.0016 1.8291 -4.0283
C -0.6447 0.4656 -3.8384
C -0.9803 -0.5050 -4.8238
C -1.5398 -0.0884 -6.0467
N 0.0752 -0.0222 -2.5609
O 0.5786 0.8079 -1.8317
O 0.1151 -1.2004 -2.3654
H -2.1210 1.6635 -7.1526
H -1.9877 3.1654 -5.4393
H -0.9152 2.5730 -3.2502
H -0.8593 -1.5673 -4.6713
H -1.7329 -0.7709 -6.8612
C 3.7668 -2.3702 -2.2791
C 4.8656 -2.3938 -3.1324
C 5.6055 -1.2053 -3.3512
C 5.1049 0.0192 -2.7676
C 3.9560 0.0307 -1.9170
C 3.3192 -1.2078 -1.7119
N 5.9346 1.2476 -2.9762
O 7.1125 1.1237 -3.3437
O 5.3940 2.3380 -2.6901
H 3.2761 -3.2838 -1.9775
H 5.1082 -3.3202 -3.6316
H 6.4734 -1.2174 -3.9938
H 3.6348 0.9568 -1.4638
H 2.5372 -1.2205 -0.9671
```

Output
Energy above the lowest of the compared OMol25 structures with the same formula, charge and spin ... 65.7 kcal/mol
Total charge ... 0
SMILES string ... O=[N+]([O-])c1ccccc1.O=[N+]([O-])c1ccccc1.O=[N+]([O-])c1ccccc1.O=[N+]([O-])c1ccccc1.O=[N+]([O-])c1ccccc1.O=[N+]([O-])c1ccccc1.O=[N+]([O-])c1ccccc1.O=[N+]([O-])c1ccccc1.CC#N.CC#N
HOMO-LUMO gap ... 7.87 eV
E_LUMO ... -1.69 eV
DFT total energy ... -102306.34704 eV

Results of the Löwdin charge analysis, in e, for atoms 1 through 4: atom 1 (C): -0.09, atom 2 (C): -0.23, atom 3 (N): 0.16, atom 4 (H): 0.06

---

[2]
Here is a structure of composition C52H46N4O6PS2Sr at a distorted geometry from the OMol25 dataset. Energies are from ωB97M-V/def2-TZVPD.

The geometry in XYZ format:
```
112
C52H46N4O6PS2Sr, DFT ωB97M-V/def2-TZVPD
Sr 0.2047 0.2726 1.0815
C -4.6062 -8.2966 -1.6665
O -4.8862 -7.3822 -0.6326
C -4.0406 -6.3053 -0.5128
C -2.9156 -6.1000 -1.3036
C -2.1295 -4.9667 -1.0972
C -2.4353 -4.0228 -0.1206
C -3.5569 -4.2723 0.6692
C -4.3566 -5.3895 0.4783
C -1.6073 -2.7871 0.0421
C -2.2282 -1.5807 -0.2511
C -3.6177 -1.4067 -0.6724
C -3.7764 -0.1047 -0.9862
C -2.4837 0.5566 -0.7703
N -1.5940 -0.3616 -0.3010
C -2.1974 1.8851 -1.1049
C -0.9105 2.5388 -1.0203
C -0.6521 3.8957 -1.4082
C 0.6916 4.1190 -1.2030
C 1.2344 2.9093 -0.6763
C 2.6118 2.7016 -0.3465
C 3.5375 3.8217 -0.7176
C 3.8848 4.8274 0.1811
C 4.7341 5.8630 -0.1819
C 5.2525 5.9145 -1.4680
O 6.0760 6.9814 -1.7464
C 6.5847 7.0626 -3.0575
C 4.9291 4.9206 -2.3845
C 4.0747 3.8883 -1.9974
C 3.1965 1.5334 0.1226
N 2.5479 0.3434 0.3596
C 3.4981 -0.6084 0.5420
C 3.2522 -1.9853 0.6180
C 4.4316 -2.8956 0.6050
C 5.4273 -2.8571 1.5862
C 6.5442 -3.6786 1.5373
C 6.6916 -4.5867 0.5010
O 7.8236 -5.3690 0.5287
C 8.0514 -6.1846 -0.5971
C 5.7099 -4.6712 -0.4780
C 4.6012 -3.8304 -0.4140
C 1.9474 -2.6148 0.5865
C 1.7354 -4.0179 0.7839
C 0.3838 -4.2423 0.6363
C -0.2124 -2.9795 0.3521
N 0.7525 -2.0001 0.3719
C 4.8266 0.0194 0.4979
C 4.6352 1.3327 0.2586
N 0.2393 1.9737 -0.5623
C -3.3320 2.6987 -1.6388
C -4.4720 2.9485 -0.8651
C -5.5438 3.6773 -1.3556
C -5.5001 4.1970 -2.6419
O -6.6031 4.9151 -3.0450
C -6.5724 5.4415 -4.3517
C -4.3786 3.9826 -3.4308
C -3.3149 3.2352 -2.9217
H -5.3881 -9.0519 -1.6307
H -3.6358 -8.7812 -1.5274
H -4.6191 -7.8138 -2.6482
H -2.6404 -6.7981 -2.0836
H -1.2537 -4.8039 -1.7149
H -3.8023 -3.5716 1.4597
H -5.2289 -5.5689 1.0969
H -4.3641 -2.1828 -0.7467
H -4.6776 0.3620 -1.3566
H -1.3788 4.6072 -1.7726
H 1.2442 5.0268 -1.3986
H 3.4802 4.7898 1.1873
H 5.0036 6.6445 0.5194
H 7.1872 7.9669 -3.1011
H 5.7820 7.1307 -3.7968
H 7.2139 6.2022 -3.3026
H 5.3262 4.9322 -3.3902
H 3.8197 3.1066 -2.7040
H 5.3105 -2.1693 2.4167
H 7.3060 -3.6354 2.3080
H 9.0216 -6.6541 -0.4492
H 8.0718 -5.5998 -1.5214
H 7.2915 -6.9659 -0.6952
H 5.7903 -5.3749 -1.2953
H 3.8391 -3.8985 -1.1810
H 2.4985 -4.7426 1.0287
H -0.1374 -5.1848 0.7269
H 5.7745 -0.4819 0.6232
H 5.3897 2.1001 0.1645
H -4.4981 2.5628 0.1498
H -6.4249 3.8625 -0.7510
H -7.5209 5.9524 -4.5025
H -6.4677 4.6547 -5.1046
H -5.7556 6.1582 -4.4811
H -4.3140 4.3736 -4.4370
H -2.4434 3.0597 -3.5426
C -3.5622 2.3617 6.5690
C -2.8346 2.8602 5.3379
O -1.6671 2.0734 5.1445
P -1.4228 1.2200 3.7825
S 0.4602 0.6339 3.8986
S -2.1325 2.1538 2.2039
O -2.3978 -0.0278 4.1416
C -2.8384 -0.9101 3.1003
C -4.3300 -1.1218 3.2297
H -4.4363 2.9916 6.7657
H -2.9070 2.3905 7.4417
H -3.8938 1.3322 6.4212
H -2.5234 3.8989 5.4645
H -3.4791 2.8165 4.4615
H -2.2936 -1.8516 3.1927
H -2.6236 -0.4850 2.1189
H -4.5782 -1.5646 4.1987
H -4.6829 -1.7815 2.4317
H -4.8452 -0.1627 3.1379
```

Output
Energy above the lowest of the compared OMol25 structures with the same formula, charge and spin ... 5.7 kcal/mol
Spin multiplicity ... 2
Total charge ... -2
HOMO-LUMO gap (alpha / beta) ... 3.45 / 4.73 eV
E_LUMO (alpha / beta) ... 3.72 / 3.72 eV
DFT total energy ... -104716.85596 eV

Results of the Löwdin charge analysis, in e, for atoms 1 through 4: atom 1 (Sr): 1.17, atom 2 (C): -0.12, atom 3 (O): -0.10, atom 4 (C): -0.30